(1)
105
Properties=species:S:1:pos:R:3 method="wB97M-V/def2-TZVPD" largest_force_ha_per_bohr=0.043 smiles="O=S1(=O)CCCC1.O=S1(=O)CCCC1.CCOC(=O)OC.CNC(C)=O.CNC(C)=O.CNC(C)=O.CNC(C)=O.CNC(C)=O" de_lowest_ev=0.000 homo_ev=-9.25 lumo_energy_ev=0.06
O -25.255 20.017 9.820
S -25.160 19.850 8.383
O -23.864 19.835 7.732
C -26.112 18.362 7.849
C -26.873 18.802 6.629
C -27.435 20.202 6.917
C -26.253 21.005 7.455
H -26.696 18.047 8.712
H -25.349 17.600 7.667
H -26.208 18.899 5.769
H -27.671 18.104 6.377
H -28.223 20.161 7.665
H -27.711 20.703 5.995
H -26.516 21.899 8.019
H -25.635 21.393 6.641
O -24.730 16.986 2.707
S -25.278 15.729 3.164
O -26.320 15.035 2.438
C -23.951 14.524 3.546
C -24.301 13.900 4.888
C -24.951 14.997 5.756
C -25.868 15.839 4.906
H -23.070 15.153 3.717
H -23.759 13.830 2.734
H -25.112 13.179 4.731
H -23.486 13.379 5.382
H -24.178 15.576 6.273
H -25.440 14.421 6.545
H -25.770 16.892 5.162
H -26.905 15.547 5.036
C -21.915 19.134 12.588
C -20.679 18.336 12.249
O -20.298 18.716 10.926
C -19.254 18.085 10.411
O -18.705 17.120 10.861
O -18.934 18.712 9.275
C -18.041 18.061 8.400
H -22.756 18.742 12.012
H -21.795 20.204 12.435
H -22.225 18.991 13.626
H -20.927 17.272 12.282
H -19.884 18.470 12.985
H -18.176 18.496 7.412
H -18.230 16.999 8.215
H -17.013 18.125 8.751
C -24.158 13.610 12.494
N -23.803 14.853 11.873
C -23.188 14.944 10.657
C -22.995 16.329 10.137
O -22.789 13.949 10.073
H -23.587 13.372 13.390
H -23.980 12.792 11.793
H -25.227 13.504 12.691
H -24.181 15.708 12.241
H -22.008 16.752 10.329
H -23.685 17.036 10.601
H -23.108 16.239 9.058
C -21.140 16.629 7.259
N -21.981 17.608 6.644
C -22.208 17.677 5.310
C -23.264 18.678 4.901
O -21.599 16.946 4.526
H -20.233 16.367 6.711
H -21.720 15.693 7.247
H -20.852 16.786 8.292
H -22.446 18.338 7.169
H -23.305 18.612 3.819
H -22.971 19.640 5.311
H -24.178 18.260 5.322
C -26.414 20.211 3.168
N -27.128 18.957 3.132
C -28.374 18.727 3.602
C -28.823 17.300 3.356
O -29.010 19.578 4.210
H -26.788 20.843 3.973
H -26.558 20.826 2.276
H -25.355 20.002 3.305
H -26.665 18.216 2.628
H -29.875 17.138 3.555
H -28.265 16.745 4.112
H -28.464 16.982 2.381
C -20.205 13.930 4.560
N -20.500 13.447 3.231
C -19.627 13.279 2.200
C -18.156 13.520 2.505
O -20.013 12.861 1.121
H -19.974 13.157 5.302
H -20.979 14.560 4.994
H -19.303 14.532 4.464
H -21.438 13.143 3.032
H -17.809 12.757 3.205
H -17.888 14.513 2.859
H -17.545 13.378 1.613
C -20.730 20.266 2.477
N -20.104 19.001 2.803
C -18.810 18.729 2.538
C -18.368 17.319 2.899
O -18.030 19.551 2.074
H -21.473 20.156 1.683
H -19.982 20.945 2.078
H -21.224 20.668 3.360
H -20.635 18.314 3.317
H -19.251 16.680 2.947
H -17.916 17.331 3.893
H -17.632 16.985 2.174

---

(2)
113
Properties=species:S:1:pos:R:3 method="wB97M-V/def2-TZVPD" largest_force_ha_per_bohr=0.066 smiles="COCCCCCCC[C@]1(CCCCCCOC(C)=O)C[C@H](N)NC1=O.C[N+](=O)[O-].C[N+](=O)[O-].C[N+](=O)[O-].C[N+](=O)[O-].C[N+](=O)[O-].C[N+](=O)[O-].C[N+](=O)[O-]" homo_ev=-8.84 lumo_energy_ev=-0.05
C 6.477 -1.436 1.286
O 6.047 -0.843 0.073
C 4.960 -1.538 -0.507
C 4.590 -0.771 -1.776
C 3.229 -1.193 -2.346
C 2.815 -0.207 -3.455
C 2.592 1.246 -2.991
C 1.547 1.363 -1.846
C 2.067 2.352 -0.778
C 1.218 2.439 0.530
C -0.253 2.594 0.117
C -1.050 1.268 0.136
C -2.367 1.401 -0.617
C -3.191 0.100 -0.749
C -3.116 -0.841 0.467
C -2.519 -2.210 0.153
O -3.026 -2.709 -1.096
C -2.840 -4.032 -1.253
C -1.459 -4.638 -1.258
O -3.769 -4.725 -1.416
C 1.764 3.763 1.176
C 2.993 3.302 2.027
N 4.310 3.695 1.560
N 2.939 1.809 2.033
C 1.587 1.482 1.678
O 0.939 0.683 2.228
H 6.475 -2.526 1.237
H 7.498 -1.097 1.463
H 5.873 -1.050 2.114
H 4.092 -1.524 0.170
H 5.220 -2.584 -0.714
H 5.365 -0.950 -2.523
H 4.613 0.279 -1.493
H 2.471 -1.337 -1.576
H 3.386 -2.163 -2.824
H 3.587 -0.273 -4.224
H 1.873 -0.527 -3.907
H 3.527 1.692 -2.645
H 2.272 1.813 -3.866
H 1.278 0.390 -1.445
H 0.650 1.805 -2.285
H 3.095 2.045 -0.557
H 2.145 3.325 -1.255
H -0.744 3.252 0.844
H -0.354 3.102 -0.845
H -0.425 0.447 -0.211
H -1.269 1.095 1.187
H -2.960 2.235 -0.220
H -2.110 1.712 -1.634
H -4.236 0.404 -0.840
H -2.947 -0.374 -1.697
H -2.629 -0.408 1.330
H -4.139 -1.045 0.770
H -2.884 -2.878 0.933
H -1.428 -2.214 0.233
H -1.053 -4.508 -2.263
H -1.477 -5.695 -1.043
H -0.785 -4.098 -0.597
H 2.194 4.471 0.472
H 1.049 4.269 1.821
H 2.920 3.542 3.085
H 4.567 3.174 0.729
H 4.961 3.424 2.288
H 3.533 1.336 1.360
C -1.030 -7.436 1.953
N 0.025 -6.876 1.062
O 0.236 -5.681 1.122
O 0.600 -7.661 0.333
H -1.452 -6.627 2.539
H -1.784 -7.892 1.319
H -0.558 -8.175 2.594
C -4.085 -1.757 5.162
N -3.956 -1.521 3.699
O -4.839 -0.881 3.160
O -2.974 -1.978 3.142
H -4.999 -1.285 5.500
H -4.118 -2.831 5.321
H -3.220 -1.314 5.646
C 8.281 2.001 -1.473
N 7.271 2.334 -0.432
O 6.098 2.202 -0.725
O 7.692 2.714 0.642
H 7.761 1.678 -2.368
H 8.863 2.898 -1.662
H 8.905 1.205 -1.078
C -7.647 1.425 5.074
N -6.686 1.055 6.152
O -5.498 1.154 5.904
O -7.157 0.680 7.207
H -7.087 1.738 4.200
H -8.247 0.546 4.857
H -8.264 2.235 5.451
C -0.875 5.487 -4.119
N -0.911 4.817 -2.789
O 0.051 4.963 -2.057
O -1.907 4.170 -2.530
H 0.063 6.023 -4.210
H -0.957 4.713 -4.877
H -1.719 6.169 -4.164
C -4.471 2.986 1.570
N -5.521 3.569 2.454
O -5.175 4.396 3.273
O -6.660 3.168 2.292
H -3.517 3.430 1.829
H -4.459 1.912 1.744
H -4.737 3.214 0.542
C -2.038 -4.796 -5.035
N -0.985 -4.241 -5.931
O -0.768 -3.046 -5.873
O -0.414 -5.029 -6.659
H -2.458 -3.987 -4.447
H -2.798 -5.251 -5.663
H -1.565 -5.535 -4.395

---

(3)
93
Properties=species:S:1:pos:R:3 method="wB97M-V/def2-TZVPD" largest_force_ha_per_bohr=0.038 smiles=CCOCB(CCCCCCCCCCCCOC)[C@@H](Cl)CC.CCOCC.CCOCC homo_ev=-9.33 lumo_energy_ev=0.64
C -4.918 -1.595 -2.451
C -3.437 -1.510 -1.907
O -3.378 -1.793 -0.515
C -2.290 -1.120 0.126
B -1.450 -2.078 1.136
C -1.061 -1.489 2.583
C 0.483 -1.135 2.534
C 0.808 0.352 2.968
C 1.790 0.924 1.902
C 2.590 2.202 2.334
C 3.938 2.199 1.518
C 3.709 2.201 -0.033
C 3.736 0.767 -0.691
C 4.159 0.753 -2.203
C 2.873 0.537 -3.065
C 2.054 1.903 -3.143
C 0.609 1.637 -2.594
O -0.194 2.800 -2.805
C -0.006 3.746 -1.747
C -1.032 -3.539 0.605
Cl -0.712 -3.526 -1.208
C 0.232 -4.167 1.279
C 1.608 -3.693 0.689
H -4.926 -1.062 -3.420
H -5.146 -2.666 -2.616
H -5.585 -1.152 -1.690
H -3.074 -0.486 -2.146
H -2.860 -2.255 -2.502
H -2.574 -0.167 0.626
H -1.553 -0.848 -0.681
H -1.230 -2.287 3.340
H -1.630 -0.568 2.831
H 0.799 -1.214 1.466
H 1.080 -1.883 3.087
H -0.126 0.953 2.957
H 1.208 0.342 3.999
H 2.539 0.129 1.670
H 1.295 1.155 0.935
H 2.795 2.269 3.418
H 1.985 3.080 2.008
H 4.558 1.344 1.872
H 4.539 3.109 1.755
H 4.449 2.866 -0.527
H 2.685 2.614 -0.196
H 4.323 0.081 -0.046
H 2.687 0.391 -0.648
H 4.761 1.629 -2.506
H 4.813 -0.142 -2.339
H 3.081 0.200 -4.100
H 2.185 -0.209 -2.615
H 2.046 2.302 -4.174
H 2.600 2.633 -2.509
H 0.616 1.441 -1.496
H 0.158 0.787 -3.141
H 1.009 4.192 -1.852
H -0.180 3.295 -0.747
H -0.773 4.528 -1.898
H -1.925 -4.191 0.757
H 0.247 -3.965 2.373
H 0.226 -5.278 1.197
H 1.556 -2.741 0.125
H 2.062 -4.448 0.016
H 2.303 -3.548 1.547
C -0.130 -8.437 4.855
C 0.132 -7.044 5.401
O -0.488 -6.012 4.651
C -1.903 -6.067 4.561
C -2.600 -5.998 5.908
H 0.205 -8.509 3.818
H 0.402 -9.183 5.448
H -1.190 -8.691 4.875
H 1.204 -6.845 5.364
H -0.159 -6.975 6.454
H -2.212 -6.957 4.003
H -2.204 -5.206 3.960
H -2.338 -6.841 6.549
H -3.683 -6.003 5.774
H -2.318 -5.085 6.437
C -0.756 6.418 -5.920
C -1.070 6.086 -4.471
O -0.763 7.135 -3.566
C -1.444 8.361 -3.775
C -2.956 8.243 -3.683
H 0.299 6.679 -6.031
H -0.976 5.563 -6.560
H -1.342 7.265 -6.281
H -0.464 5.232 -4.166
H -2.115 5.780 -4.356
H -1.142 8.803 -4.730
H -1.093 9.040 -2.996
H -3.361 7.577 -4.447
H -3.420 9.222 -3.811
H -3.248 7.842 -2.711

---

(4)
118
Properties=species:S:1:pos:R:3 method="wB97M-V/def2-TZVPD" largest_force_ha_per_bohr=0.040 total_charge=-1 homo_ev=-5.57 lumo_energy_ev=1.82
C 3.897 6.770 -0.536
C 2.469 6.120 -0.616
I 1.108 7.721 -1.090
C 2.168 5.369 0.695
I 2.910 3.333 0.516
Al 0.310 5.364 1.551
C -1.088 4.182 0.622
P -1.130 4.164 -1.143
O -1.717 5.372 -1.730
O -2.131 2.912 -1.568
O 0.275 3.777 -1.764
C 0.601 4.686 3.498
F 0.046 5.599 4.389
F 1.959 4.619 3.791
C -0.034 3.339 3.854
C 0.954 2.164 3.868
Si 0.090 0.493 3.857
C -0.813 0.233 2.222
C -1.054 0.451 5.366
C 1.355 -0.904 4.006
C 1.294 -1.832 5.015
C 2.221 -2.824 5.143
C 3.250 -2.913 4.253
C 3.309 -2.019 3.227
C 2.383 -1.032 3.101
H 4.383 6.662 -1.504
H 4.506 6.244 0.195
H 3.787 7.820 -0.295
H 2.517 5.450 -1.462
H 2.818 5.811 1.445
H -0.347 6.814 1.716
H -1.042 3.145 0.968
H -2.064 4.572 0.908
H -2.559 2.623 -0.756
H 0.254 3.834 -2.727
H -0.916 3.127 3.252
H -0.395 3.438 4.884
H 1.630 2.191 3.011
H 1.577 2.242 4.758
H -1.240 1.186 1.908
H -0.102 -0.096 1.470
H -1.634 -0.472 2.342
H -0.444 0.458 6.269
H -1.660 1.357 5.378
H -1.687 -0.436 5.376
H 0.482 -1.753 5.726
H 2.164 -3.551 5.943
H 4.010 -3.676 4.348
H 4.121 -2.088 2.515
H 2.441 -0.326 2.281
C 7.664 -7.101 0.651
O 7.596 -5.672 0.614
P 6.204 -4.941 0.898
O 5.311 -5.673 1.797
O 5.614 -4.592 -0.522
C 5.118 -5.647 -1.349
O 6.647 -3.511 1.375
C 7.204 -3.391 2.688
H 8.073 -7.454 -0.295
H 8.328 -7.400 1.461
H 6.686 -7.551 0.812
H 4.854 -6.531 -0.768
H 5.876 -5.906 -2.089
H 4.230 -5.288 -1.861
H 8.253 -3.689 2.674
H 6.652 -4.002 3.402
H 7.129 -2.347 2.981
C -8.027 -1.204 3.723
O -6.715 -1.582 3.297
P -5.615 -1.987 4.381
O -6.167 -2.581 5.600
O -4.721 -0.704 4.580
C -5.275 0.421 5.262
O -4.618 -2.881 3.559
C -5.045 -4.199 3.205
H -8.256 -0.221 3.313
H -8.744 -1.927 3.338
H -8.109 -1.169 4.809
H -6.119 0.138 5.894
H -5.598 1.160 4.529
H -4.500 0.857 5.887
H -5.696 -4.156 2.331
H -5.567 -4.675 4.036
H -4.157 -4.777 2.965
C -5.058 7.604 -5.075
O -5.251 6.208 -4.832
P -4.715 5.135 -5.884
O -3.553 5.577 -6.656
O -5.984 4.726 -6.746
C -6.514 5.677 -7.663
O -4.545 3.844 -5.021
C -3.433 3.806 -4.096
H -6.027 8.102 -5.035
H -4.415 8.008 -4.296
H -4.597 7.789 -6.045
H -5.772 6.426 -7.942
H -7.380 6.168 -7.214
H -6.830 5.147 -8.559
H -3.679 4.352 -3.191
H -2.538 4.228 -4.552
H -3.244 2.768 -3.846
C -0.073 -4.956 -5.965
O 1.217 -5.366 -6.436
P 2.312 -5.876 -5.394
O 1.766 -6.518 -4.198
O 3.252 -4.636 -5.136
C 2.744 -3.532 -4.379
O 3.253 -6.771 -6.283
C 2.754 -8.048 -6.690
H -0.265 -3.944 -6.318
H -0.826 -5.626 -6.377
H -0.138 -4.977 -4.879
H 1.906 -3.828 -3.746
H 2.430 -2.743 -5.062
H 3.545 -3.158 -3.746
H 2.088 -7.930 -7.545
H 2.226 -8.538 -5.871
H 3.607 -8.656 -6.978